Entry 1:
ORCA calculation (ωB97M-V/def2-TZVPD) on a 9-piece molecular cluster, H20NO8 overall in a non-equilibrium geometry.

Properties
orbital gap = 11.5 eV
energy relative to the best compared isomer or geometry (same formula, charge and spin) = 3.767 eV
net charge = +1
DFT total energy = -18186.49112 eV

Atoms and positions in Å:
N: -0.23833 0.57738 0.00995
H: -0.71105 -0.22655 -0.07660
H: -1.00916 1.19028 -0.10314
H: 0.58436 0.82217 -0.54468
H: -0.14658 0.63281 0.93944
O: 0.32420 -2.90801 -0.00849
H: -0.00042 -3.65494 -0.36289
H: 1.19255 -2.51694 -0.44868
O: -1.33915 1.15025 -2.73199
H: -1.44835 2.14831 -2.79590
H: -2.11856 0.81155 -2.69029
O: 1.77391 2.47489 -1.51358
H: 2.73472 2.06393 -1.60862
H: 1.66431 2.31494 -2.44239
O: -1.65173 -2.49829 -1.97465
H: -0.89846 -2.56677 -1.49069
H: -1.30493 -2.73262 -2.90285
O: 2.71097 -0.15607 -0.14707
H: 3.40493 -0.15410 0.54581
H: 2.68205 -1.16199 -0.18643
O: -1.06589 2.62118 2.14476
H: -0.29984 3.34262 2.43614
H: -1.71145 3.17425 1.60875
O: 1.65934 0.23789 2.78172
H: 1.72212 -0.80699 2.94841
H: 1.23995 0.66047 3.63338
O: -2.49792 -1.29693 1.42453
H: -2.41396 -2.18601 1.20420
H: -2.83761 -1.35667 2.35185


Entry 2:
ORCA calculation (ωB97M-V/def2-TZVPD) on a 10-piece molecular cluster, H20O10 overall.

Properties
SMILES string = O.O.O.O.O.O.O.O.O.O
orbital gap = 9.9 eV
energy relative to the best compared isomer or geometry (same formula, charge and spin) = 2.359 eV
DFT total energy = -20800.25400 eV

Atoms and positions in Å:
O: -0.80084 1.82974 2.59997
H: -1.01689 2.69714 2.96373
H: -0.01503 1.54421 3.08507
O: -0.68963 -0.13538 0.22756
H: -0.77285 0.44010 1.00065
H: 0.27142 -0.25469 0.09528
O: 2.72763 -0.54332 -2.63119
H: 3.26135 -1.20468 -3.08126
H: 1.93206 -1.02482 -2.34667
O: 0.23785 -2.21069 -2.47157
H: 0.19946 -3.09916 -2.83849
H: -0.31884 -2.25540 -1.67370
O: -1.66772 -2.82707 -0.26459
H: -2.54317 -2.78482 -0.66583
H: -1.57098 -1.98316 0.20625
O: -2.63289 -0.02657 4.26512
H: -2.01526 0.41823 3.66934
H: -2.98122 0.67124 4.82849
O: 2.10702 2.68352 0.73890
H: 2.52407 2.02782 1.30728
H: 1.19477 2.74511 1.04481
O: -2.58601 0.88177 -1.66985
H: -2.43414 0.43223 -2.50738
H: -2.06353 0.38509 -1.01515
O: 0.87390 1.98179 -2.10439
H: 1.79188 1.70207 -2.01011
H: 0.35216 1.23889 -1.78651
O: 1.93168 -0.87388 0.21224
H: 2.88425 -0.74189 0.14581
H: 1.81948 -1.71341 0.67621


Entry 3:
ORCA calculation (ωB97M-V/def2-TZVPD) on a 10-piece molecular cluster, H20O10 overall in a non-equilibrium geometry.

Properties
SMILES string = O.O.O.O.O.O.O.O.O.O
orbital gap = 10.3 eV
energy relative to the best compared isomer or geometry (same formula, charge and spin) = 4.223 eV
DFT total energy = -20798.39006 eV

Atoms and positions in Å:
O: 2.09747 -2.00233 -0.93470
H: 2.83247 -2.45833 -0.95170
H: 2.63947 -1.14933 -0.79170
O: -2.42253 -0.10233 -1.43070
H: -2.30753 0.00967 -0.45870
H: -3.42253 0.14967 -1.51170
O: -1.01553 -2.57933 -1.76170
H: -0.24053 -2.45633 -1.23370
H: -1.43053 -1.67133 -1.72270
O: 0.09847 -0.50233 3.33930
H: -0.28353 -0.72233 4.08230
H: -0.05153 -0.93733 2.49230
O: -0.73353 3.09967 0.46030
H: -0.48753 3.13067 1.42430
H: -0.64553 4.07567 0.26230
O: 3.41547 0.61467 0.17130
H: 2.68747 1.24067 0.21830
H: 3.55247 0.52767 -0.78670
O: 0.88047 1.09367 -2.99170
H: 1.02147 0.93167 -1.97670
H: 1.44147 0.48467 -3.35870
O: -2.32653 0.81867 1.33930
H: -1.70553 1.61567 1.33730
H: -2.34053 0.28967 2.10530
O: -0.48953 -1.58533 1.14530
H: -1.38453 -1.78633 1.08030
H: 0.11947 -2.36533 1.01930
O: 0.53347 0.73067 -0.29670
H: 0.00647 1.49967 -0.21470
H: -0.03853 0.00567 -0.05470


Entry 4:
ORCA calculation (ωB97M-V/def2-TZVPD) on a 10-piece molecular cluster, H20O10 overall in a non-equilibrium geometry.

Properties
SMILES string = O.O.O.O.O.O.O.O.O.O
orbital gap = 10.4 eV
energy relative to the best compared isomer or geometry (same formula, charge and spin) = 5.276 eV
DFT total energy = -20797.33693 eV

Atoms and positions in Å:
O: -0.18620 -0.09247 -0.47193
H: 0.37719 -0.60998 -1.01621
H: -0.88984 0.15923 -1.07902
O: 1.90186 -2.14643 -1.39181
H: 0.99103 -2.48452 -1.64632
H: 2.45195 -2.75769 -1.85779
O: 1.57885 0.29902 3.68637
H: 1.37206 -0.61940 3.56139
H: 2.13640 0.28487 4.47364
O: -2.94833 -3.78078 -1.73970
H: -3.05682 -2.91649 -1.41542
H: -2.06265 -4.07789 -1.44968
O: -0.77374 4.50452 -2.78663
H: -1.04119 4.11675 -2.01319
H: -1.45792 5.03367 -3.16461
O: -0.28148 -2.42019 0.50779
H: 0.06807 -2.44916 -0.32000
H: -0.72060 -3.25781 0.77777
O: -1.48426 1.13403 3.49916
H: -0.78538 1.75232 3.40748
H: -2.17141 1.36966 2.85583
O: 2.34742 2.23614 -0.00567
H: 2.67839 2.91297 -0.46846
H: 3.09703 1.69101 0.33197
O: -2.89150 1.21823 -1.39379
H: -2.68136 1.04869 -2.28771
H: -3.49252 2.02930 -1.28535
O: 2.55269 -1.08389 0.74296
H: 3.41003 -0.70589 0.95339
H: 1.96222 -0.38781 0.99554


Entry 5:
ORCA calculation (ωB97M-V/def2-TZVPD) on a 10-piece molecular cluster, H20O10 overall in a non-equilibrium geometry.

Properties
SMILES string = O.O.O.O.O.O.O.O.O.O
orbital gap = 11.2 eV
energy relative to the best compared isomer or geometry (same formula, charge and spin) = 6.056 eV
DFT total energy = -20796.55650 eV

Atoms and positions in Å:
O: -2.62834 -0.24164 1.19518
H: -1.80024 -0.60291 0.73765
H: -2.54080 0.69169 1.19089
O: -3.47687 1.25800 -0.61417
H: -4.19089 1.75384 -0.06492
H: -3.19037 1.76882 -1.38417
O: 1.36226 3.82772 -0.66072
H: 0.91406 4.19492 -1.45650
H: 1.72072 2.99527 -0.97882
O: 1.32587 -2.64845 2.91901
H: 2.06028 -2.47292 2.48284
H: 0.72963 -2.98688 2.19382
O: 2.35327 1.33270 -1.08012
H: 1.65757 1.02229 -1.55589
H: 2.79216 1.96091 -1.76170
O: -1.70537 -2.87614 0.85253
H: -2.27082 -2.15263 1.38527
H: -1.79932 -2.33310 0.00139
O: 0.73419 -0.70926 -3.59539
H: 0.77152 -0.72838 -2.77285
H: 0.93695 -1.60667 -3.91987
O: 0.61634 0.25096 2.48370
H: 0.88963 0.91843 3.07374
H: -0.03730 -0.42780 2.67428
O: 1.31093 -2.13160 -0.51259
H: 1.84764 -1.49606 -0.29916
H: 1.68962 -2.94515 -0.78307
O: -0.25134 1.52065 -0.20091
H: -0.28772 0.83351 0.50354
H: 0.46674 2.02985 -0.05300


Entry 6:
ORCA calculation (ωB97M-V/def2-TZVPD) on a 10-piece molecular cluster, H20O10 overall.

Properties
SMILES string = O.O.O.O.O.O.O.O.O.O
orbital gap = 9.5 eV
energy relative to the best compared isomer or geometry (same formula, charge and spin) = 3.156 eV
DFT total energy = -20799.45679 eV

Atoms and positions in Å:
O: 8.18053 -0.82056 4.34268
H: 8.70203 -0.35607 5.02706
H: 8.49884 -1.73939 4.40182
O: 5.36088 -1.47374 4.33534
H: 5.42678 -1.21646 3.40909
H: 6.18958 -1.91355 4.51404
O: 8.41880 -3.65338 4.60249
H: 9.14309 -4.24682 4.84033
H: 7.78629 -3.73756 5.32797
O: 6.99036 1.73299 6.39073
H: 6.74772 0.85568 6.06351
H: 7.22867 1.59967 7.31473
O: 10.11500 -0.37471 2.21333
H: 9.31132 -0.62509 2.69929
H: 10.61060 -1.19375 2.10987
O: 9.39597 -2.46200 7.44993
H: 9.25103 -2.43680 8.40393
H: 8.51850 -2.34051 7.06913
O: 6.81741 1.70127 3.19860
H: 7.39805 0.94135 3.34261
H: 6.38412 1.52117 2.35771
O: 9.86039 0.69523 6.40241
H: 9.39849 1.21223 7.07118
H: 9.86893 -0.20939 6.75363
O: 6.68409 -3.48361 2.08611
H: 7.31744 -3.55277 1.36311
H: 7.22664 -3.39985 2.88261
O: 9.82518 2.76959 4.39024
H: 9.57026 1.88892 4.70580
H: 9.82948 3.31677 5.18040


Entry 7:
ORCA calculation (ωB97M-V/def2-TZVPD) on a 10-piece molecular cluster, H20O10 overall in a non-equilibrium geometry.

Properties
SMILES string = O.O.O.O.O.O.O.O.O.O
orbital gap = 10.0 eV
energy relative to the best compared isomer or geometry (same formula, charge and spin) = 5.492 eV
DFT total energy = -20797.12057 eV

Atoms and positions in Å:
O: 0.00285 1.19940 -0.06456
H: -0.29588 1.51198 0.80884
H: -0.26077 1.99749 -0.63935
O: -2.76587 -2.60709 -1.20113
H: -2.79218 -1.68192 -1.44588
H: -3.68762 -2.86260 -0.95836
O: -0.46473 -0.66357 1.20167
H: 0.24646 0.00836 1.41348
H: -0.16478 -1.32733 0.62795
O: -2.13158 4.67875 0.26330
H: -2.87045 4.30315 0.66830
H: -1.43925 3.95840 0.14019
O: 2.53554 0.75302 -2.33728
H: 2.79737 -0.14953 -2.14205
H: 3.16051 1.01573 -3.04540
O: 0.23848 -3.81016 -0.12994
H: 0.91564 -3.68173 0.56975
H: 0.52958 -3.13999 -0.76162
O: 3.96662 1.65847 1.94639
H: 3.78502 2.35702 1.35264
H: 3.74441 0.78000 1.44934
O: 4.08851 -1.14206 -0.26659
H: 4.27774 -0.84461 -1.09303
H: 3.21851 -1.61562 -0.25550
O: -2.56071 -1.78188 2.11859
H: -2.39616 -2.68689 2.45684
H: -1.97390 -1.37869 2.68854
O: -3.22237 1.32619 -1.15379
H: -3.85310 1.86110 -0.65554
H: -2.62790 1.96461 -1.55583